{"formula": "C3H9PS3", "method": "ωB97M-V/def2-TZVPD", "de_lowest_ev": 3.167, "smiles": "C[C@@H](S)C(=S)S.P", "homo_lumo_gap_ev": 8.336, "symbols": ["C", "C", "C", "P", "S", "S", "S", "H", "H", "H", "H", "H", "H", "H", "H", "H"], "positions_angstrom": [[-0.66280, 1.03933, 0.96825], [-1.54365, 0.46908, -0.25014], [-1.91912, -0.99732, -0.10272], [3.22394, 0.12900, -0.13302], [-0.61242, 0.70612, -1.81844], [-0.98076, -2.13106, 0.49224], [-3.46010, -1.46980, -0.86635], [-0.60561, 2.17141, 1.00852], [-1.09309, 0.74960, 1.95573], [0.32993, 0.67452, 0.69495], [-2.49278, 1.07987, -0.40917], [2.71658, 0.38176, 1.12621], [1.96042, -0.48242, -0.46396], [-1.69733, 0.87895, -2.64362], [3.80642, -1.03848, 0.39688], [-3.43267, -2.74686, -0.24705]], "mulliken_charge": [-0.715, -0.422, 0.377, -0.068, -0.103, -0.228, -0.197, 0.307, 0.331, -0.081, 0.403, 0.022, 0.016, 0.140, 0.050, 0.168]}

{"formula": "C51H39BrN4O4W", "method": "ωB97M-V/def2-TZVPD", "de_lowest_ev": 2.607, "charge": 2, "homo_lumo_gap_ev": 6.090, "symbols": ["W", "O", "C", "C", "C", "C", "C", "C", "C", "C", "C", "O", "C", "C", "C", "C", "C", "C", "C", "C", "C", "C", "C", "C", "N", "C", "C", "C", "C", "C", "C", "C", "C", "C", "C", "C", "C", "H", "H", "H", "H", "H", "H", "H", "H", "H", "H", "H", "H", "H", "H", "H", "H", "H", "H", "H", "H", "H", "H", "H", "H", "H", "H", "H", "C", "C", "N", "C", "C", "C", "C", "C", "C", "C", "C", "C", "N", "C", "H", "H", "H", "H", "H", "H", "H", "H", "O", "C", "C", "C", "N", "C", "Br", "C", "H", "H", "H", "H", "O", "C"], "positions_angstrom": [[-0.79152, 0.44496, 0.15970], [1.03822, 0.42896, -0.12263], [2.45361, 0.20896, -0.28399], [2.66966, -1.22081, -0.80684], [2.27724, -2.30640, 0.15863], [3.17965, -3.29760, 0.51123], [2.78019, -4.26662, 1.41934], [1.50607, -4.20059, 1.95069], [0.66864, -3.16638, 1.54417], [-0.69152, -3.01123, 2.17041], [-1.81665, -2.36726, 1.36361], [-1.41597, -0.94460, 1.09508], [-2.15825, -2.98647, 0.02616], [-1.46369, -4.06237, -0.51219], [-1.81233, -4.56845, -1.75874], [-2.84902, -3.99750, -2.47972], [-3.55662, -2.92932, -1.94167], [-3.21910, -2.43718, -0.69357], [-3.02759, -2.24321, 2.28614], [-4.01185, -3.22545, 2.27455], [-5.07053, -3.16590, 3.17025], [-5.15722, -2.12506, 4.08174], [-4.17010, -1.15048, 4.10600], [-3.10545, -1.21473, 3.22020], [1.04074, -2.25510, 0.65355], [2.92408, 1.26184, -1.28537], [3.53866, 0.95402, -2.49248], [3.98538, 1.96817, -3.33588], [3.82133, 3.29578, -2.97900], [3.19857, 3.61118, -1.77540], [2.75216, 2.60251, -0.94037], [3.15689, 0.39500, 1.06086], [4.49008, 0.79735, 1.08614], [5.17437, 0.90133, 2.28852], [4.53329, 0.61002, 3.48324], [3.20632, 0.20629, 3.46593], [2.52396, 0.09198, 2.26262], [3.73449, -1.32649, -1.01620], [2.13679, -1.34529, -1.75534], [4.17705, -3.30476, 0.09236], [3.45929, -5.05556, 1.71498], [1.16258, -4.93054, 2.67205], [-0.59403, -2.42575, 3.08992], [-1.06302, -3.98762, 2.48895], [-0.65767, -4.53459, 0.02996], [-1.27741, -5.42032, -2.15813], [-3.12295, -4.39834, -3.44716], [-4.38406, -2.49354, -2.48648], [-3.78514, -1.61852, -0.26795], [-3.96079, -4.04034, 1.56420], [-5.83066, -3.93535, 3.15072], [-5.98682, -2.07681, 4.77421], [-4.22561, -0.34048, 4.82212], [-2.33358, -0.45749, 3.26261], [3.70452, -0.07346, -2.78645], [4.48810, 1.71218, -4.26019], [4.19434, 4.08277, -3.62166], [3.08551, 4.64695, -1.47942], [2.28771, 2.84654, 0.00839], [5.00562, 1.03776, 0.16442], [6.21033, 1.21347, 2.28949], [5.06641, 0.69186, 4.42107], [2.70129, -0.03510, 4.39318], [1.49860, -0.24475, 2.26538], [0.78799, 0.01197, -5.19833], [0.20619, -0.26951, -3.98823], [-0.08637, 0.71051, -3.10651], [0.16261, 2.04831, -3.34498], [0.69894, 2.36361, -4.60968], [1.02014, 1.33388, -5.50489], [0.89122, 3.71949, -5.01290], [0.51532, 4.71324, -4.19213], [-0.00612, 4.42586, -2.89370], [-0.38077, 5.49804, -2.06112], [-0.85759, 5.23483, -0.81485], [-0.91064, 3.89955, -0.39636], [-0.55748, 2.86718, -1.13062], [-0.14269, 3.10783, -2.40650], [1.02406, -0.78972, -5.88196], [-0.05860, -1.26603, -3.66452], [1.45147, 1.60327, -6.46171], [1.31253, 3.91430, -5.98983], [0.61344, 5.75010, -4.48594], [-0.28691, 6.51124, -2.43069], [-1.17876, 6.01917, -0.14437], [-1.26622, 3.68655, 0.60131], [-2.98955, 3.61073, 4.23840], [-2.03736, 3.05460, 3.48726], [-0.66492, 3.18126, 3.78476], [0.27093, 2.56212, 2.99107], [-0.13465, 1.86553, 1.91631], [-1.41269, 1.75555, 1.65115], [-3.12330, 1.08199, -0.70682], [-2.44185, 2.31626, 2.37377], [-2.62277, 4.08500, 4.99561], [-0.34368, 3.75252, 4.64704], [1.33297, 2.61018, 3.19451], [-3.48401, 2.17993, 2.12453], [-0.89435, -0.91611, -1.70453], [-0.66854, 0.26574, -1.88075]], "mulliken_charge": [1.402, 0.551, 1.746, -1.285, -0.623, -0.922, -1.034, -1.082, 0.010, -1.611, 2.492, 0.796, -0.172, -0.337, -1.011, -0.711, -1.127, 0.122, -0.631, -0.283, -1.036, -0.624, -1.120, 0.078, 1.128, 0.117, -0.579, -1.296, -0.658, -0.664, 0.091, 1.095, -0.590, -0.891, -0.794, -1.477, -0.610, 0.803, 0.427, 0.554, 0.457, 0.565, 0.763, 0.522, 0.449, 0.496, 0.456, 0.485, 0.663, 0.491, 0.450, 0.428, 0.461, 0.287, 0.559, 0.490, 0.469, 0.551, 0.307, 0.503, 0.472, 0.432, 0.527, 0.846, -1.109, -0.072, 0.672, -0.271, 1.146, -0.306, -1.460, -0.938, 1.308, -0.858, -1.367, -0.025, 0.936, -0.074, 0.518, 0.668, 0.511, 0.457, 0.489, 0.499, 0.547, 0.233, -0.504, 0.644, -1.298, -0.611, 1.236, -0.486, -0.309, -1.019, 0.348, 0.414, 0.430, 0.584, -0.678, -0.625]}

{"formula": "C27H39FN4O4S", "method": "ωB97M-V/def2-TZVPD", "smiles": "CCCOCc1ccc2nc(CCCCSc3nnco3)c(CCCF)nc2c1.CC(C)=O.CC(C)=O", "homo_lumo_gap_ev": 7.257, "symbols": ["C", "C", "C", "O", "C", "C", "C", "C", "C", "N", "C", "C", "C", "C", "C", "S", "C", "N", "N", "C", "O", "C", "C", "C", "C", "F", "N", "C", "C", "H", "H", "H", "H", "H", "H", "H", "H", "H", "H", "H", "H", "H", "H", "H", "H", "H", "H", "H", "H", "H", "H", "H", "H", "H", "H", "H", "C", "C", "O", "C", "H", "H", "H", "H", "H", "H", "C", "C", "O", "C", "H", "H", "H", "H", "H", "H"], "positions_angstrom": [[-6.29769, -2.60499, 0.22375], [-7.55757, -2.57444, -0.82542], [-7.20914, -1.98158, -2.31380], [-5.80480, -1.57984, -2.49723], [-5.03402, -2.65239, -3.20935], [-3.48352, -2.08622, -3.29776], [-3.07972, -1.22643, -4.66156], [-1.55056, -0.63714, -4.72223], [-0.45575, -0.87061, -3.48807], [0.89436, -0.23499, -3.65693], [1.80705, -0.45063, -2.48297], [3.30907, 0.26705, -2.56862], [3.26460, 1.76794, -3.26673], [3.53131, 2.99345, -2.16006], [2.09495, 3.42650, -1.42956], [2.37780, 3.52081, 0.42127], [1.10980, 2.53142, 1.38293], [-0.40533, 2.42356, 1.24078], [-0.95916, 1.57699, 2.21552], [0.22381, 1.07462, 3.01741], [1.49177, 1.66127, 2.53237], [1.35204, -1.33990, -1.19844], [2.49259, -1.53020, 0.01011], [1.84286, -2.35264, 1.30992], [3.13778, -2.74640, 2.29139], [3.79324, -1.43955, 2.61240], [0.02852, -2.01341, -0.96491], [-0.84328, -1.71442, -2.15222], [-2.39948, -2.32464, -2.09097], [-5.52048, -1.73687, 0.09383], [-5.78191, -3.67603, 0.23363], [-6.76727, -2.46260, 1.31009], [-7.93768, -3.68340, -0.97411], [-8.38700, -1.89408, -0.35328], [-7.50997, -2.70691, -3.18474], [-7.86076, -0.99480, -2.44623], [-5.40252, -2.78179, -4.31272], [-5.10833, -3.69358, -2.68053], [-3.84709, -1.02910, -5.52524], [-1.21115, 0.00815, -5.66650], [3.78528, 0.42741, -1.49896], [4.05139, -0.47050, -3.14135], [2.24400, 2.02993, -3.77488], [4.08869, 1.85874, -4.12181], [4.35199, 2.65396, -1.39748], [3.84556, 3.94544, -2.80259], [1.21735, 2.68383, -1.66558], [1.77135, 4.50737, -1.81188], [0.28809, 0.32430, 3.92653], [2.88263, -0.49126, 0.38220], [3.39081, -2.16027, -0.41384], [1.15726, -1.59114, 1.92021], [1.24652, -3.31169, 0.99531], [2.78301, -3.20335, 3.31114], [3.93526, -3.41573, 1.74419], [-2.71003, -2.94945, -1.13320], [-2.79029, 4.44789, 2.03537], [-3.40959, 5.62409, 1.32899], [-2.79344, 6.24762, 0.46625], [-4.81201, 6.00781, 1.71897], [-1.77699, 4.28685, 1.65211], [-2.73075, 4.64800, 3.10815], [-3.38208, 3.54843, 1.84820], [-4.84253, 6.27745, 2.77764], [-5.49387, 5.17775, 1.51775], [-5.12911, 6.87329, 1.12754], [6.74829, -1.03457, 4.00999], [8.08734, -1.71639, 4.09939], [8.96779, -1.50623, 3.26667], [8.30751, -2.66526, 5.24711], [6.73262, -0.37928, 3.13252], [5.95751, -1.78133, 3.90298], [6.58019, -0.42742, 4.90296], [7.58622, -3.48469, 5.19520], [8.20878, -2.13072, 6.19525], [9.31786, -3.08308, 5.18374]], "mulliken_charge": [-0.795, -0.355, -0.430, -0.325, -0.500, 0.365, -0.568, -0.431, 0.196, -0.526, -0.026, -0.264, -0.750, -0.633, -0.513, -0.148, 0.421, -0.237, -0.315, -0.057, -0.220, 0.572, -0.597, -0.424, -0.285, -0.290, -0.375, 0.290, -0.401, 0.203, 0.199, 0.298, 0.219, 0.302, 0.265, 0.280, 0.342, 0.311, 0.261, 0.279, 0.078, 0.355, 0.370, 0.324, 0.394, 0.298, 0.300, 0.363, 0.337, 0.176, 0.383, 0.079, 0.370, 0.292, 0.277, 0.251, -0.853, 0.775, -0.578, -1.076, 0.172, 0.341, 0.331, 0.306, 0.307, 0.297, -0.811, 0.793, -0.565, -1.047, 0.263, 0.119, 0.338, 0.297, 0.313, 0.292]}

{"formula": "C2H11NO4", "method": "ωB97M-V/def2-TZVPD", "de_lowest_ev": 1.604, "smiles": "CC(N)=O.O.O.O", "homo_lumo_gap_ev": 10.455, "symbols": ["C", "C", "N", "O", "H", "H", "H", "H", "H", "H", "H", "O", "H", "H", "O", "H", "H", "O"], "positions_angstrom": [[-1.87531, -0.51690, 0.47987], [-1.46096, 0.75459, -0.17091], [-1.58787, 1.94528, 0.54847], [-1.06164, 0.77001, -1.28871], [-1.01030, -0.73176, 1.04461], [-2.69141, -0.45200, 1.26078], [-2.10661, -1.14873, -0.46714], [-2.06051, 1.96220, 1.37770], [-0.78701, 2.55916, 0.55893], [2.05351, -3.18752, 1.61649], [1.57329, -3.54499, 3.01355], [1.29989, -3.38792, 2.18401], [0.52326, 2.79100, -1.45947], [1.37449, 3.81008, -0.49995], [0.82774, 3.05359, -0.53725], [2.14675, -2.14618, -2.32321], [2.54216, -1.25496, -1.03470], [2.63089, -2.14811, -1.45563]], "mulliken_charge": [-0.842, 0.601, -0.401, -0.561, 0.259, 0.315, 0.238, 0.185, 0.246, 0.316, 0.292, -0.612, 0.334, 0.286, -0.658, 0.321, 0.328, -0.644]}

{"formula": "C11H19AlF3O4", "method": "ωB97M-V/def2-TZVPD", "charge": -1, "homo_lumo_gap_ev": 7.037, "symbols": ["F", "C", "F", "F", "C", "C", "Al", "H", "H", "H", "H", "H", "H", "H", "O", "C", "O", "C", "C", "C", "H", "H", "H", "H", "H", "H", "O", "C", "O", "C", "C", "C", "H", "H", "H", "H", "H", "H"], "positions_angstrom": [[-2.14983, -0.48041, -2.28793], [-1.02297, -0.05186, -2.75300], [-1.13696, -0.02099, -4.09026], [-0.90202, 1.21424, -2.40851], [0.15908, -0.87800, -2.36076], [0.18436, -1.44053, -0.92875], [-0.27804, -0.18290, 0.60661], [0.14809, -1.71639, -3.05184], [1.04459, -0.31714, -2.59767], [1.20167, -1.75857, -0.75422], [-0.42040, -2.33169, -0.84116], [1.03410, 0.39644, 1.36094], [-1.10967, -1.05586, 1.72210], [-1.23747, 1.02191, 0.13982], [0.67785, 4.75589, 0.65228], [-0.17773, 4.87052, -0.17480], [-0.47650, 3.91395, -1.08326], [-1.46750, 4.39061, -2.00798], [-2.17080, 5.52978, -1.27883], [-1.05435, 6.08964, -0.40703], [-0.95821, 4.72848, -2.91487], [-2.14097, 3.57724, -2.26402], [-2.61671, 6.25974, -1.95432], [-2.96359, 5.12578, -0.64771], [-0.46479, 6.84449, -0.93008], [-1.41340, 6.48902, 0.53737], [2.51230, -2.29197, 1.62786], [2.02064, -3.30427, 2.01783], [0.76768, -3.70379, 1.67797], [0.41180, -4.89351, 2.38253], [1.73491, -5.54241, 2.77434], [2.63401, -4.32366, 2.96866], [-0.18816, -4.61354, 3.25215], [-0.18947, -5.52308, 1.72962], [1.65578, -6.18544, 3.65064], [2.10874, -6.14710, 1.94583], [2.57336, -3.92823, 3.98333], [3.67057, -4.51639, 2.70713]], "mulliken_charge": [-0.277, 0.773, -0.359, -0.175, -0.771, -0.760, 0.170, 0.330, 0.301, 0.309, 0.309, -0.265, -0.318, -0.242, -0.589, 0.449, -0.226, -0.315, -0.542, -0.400, 0.231, 0.266, 0.332, 0.278, 0.248, 0.279, -0.506, 0.474, -0.213, -0.491, -0.462, -0.554, 0.278, 0.310, 0.311, 0.262, 0.271, 0.281]}

{"formula": "C12H7CdN2O5S", "method": "ωB97M-V/def2-TZVPD", "de_lowest_ev": 2.857, "charge": 1, "homo_lumo_gap_ev": [4.086, 4.086], "symbols": ["O", "C", "Cd", "C", "O", "C", "O", "C", "O", "C", "O", "H", "N", "C", "N", "C", "C", "C", "C", "C", "C", "S", "H", "H", "H", "H", "H", "H"], "positions_angstrom": [[-0.14742, 4.65588, -0.12104], [-0.70858, 4.35709, -1.08028], [0.53812, -0.47616, -0.46038], [0.39406, -3.03683, -0.31219], [0.25003, -4.16769, -0.45584], [-2.46583, -0.04402, -1.76452], [-2.31025, 0.58638, -2.79968], [3.72539, -0.59532, 0.04884], [4.45772, -0.14926, -0.72536], [-2.23316, -0.51090, -0.42992], [-3.28989, -0.80443, 0.24335], [2.34515, 0.10299, -0.41068], [-1.80678, -1.69505, 2.18072], [-0.93607, -0.86143, 2.76642], [0.07332, -0.24117, 2.16414], [0.77137, 0.61362, 3.00490], [1.85029, 1.46095, 2.68584], [2.41550, 2.22766, 3.69943], [1.92726, 2.17085, 5.01678], [0.85905, 1.32436, 5.33560], [0.28152, 0.57280, 4.32749], [-1.06073, -0.55219, 4.45693], [-2.51645, -2.07573, 2.78591], [-2.24588, -1.40285, 1.29880], [2.21863, 1.48605, 1.65861], [3.25859, 2.87985, 3.46999], [2.38596, 2.78267, 5.79608], [0.47319, 1.22629, 6.34683]], "mulliken_charge": [-0.147, 0.146, 0.809, 0.155, -0.126, 0.433, -0.194, 0.201, -0.183, 0.062, -0.397, -0.016, -0.394, 0.273, -0.124, 0.061, -0.479, -0.642, -0.534, -0.416, 0.827, -0.243, 0.293, 0.373, 0.117, 0.388, 0.372, 0.384]}

Please write out number 4 again, unchanged.
{"formula": "C2H11NO4", "method": "ωB97M-V/def2-TZVPD", "de_lowest_ev": 1.604, "smiles": "CC(N)=O.O.O.O", "homo_lumo_gap_ev": 10.455, "symbols": ["C", "C", "N", "O", "H", "H", "H", "H", "H", "H", "H", "O", "H", "H", "O", "H", "H", "O"], "positions_angstrom": [[-1.87531, -0.51690, 0.47987], [-1.46096, 0.75459, -0.17091], [-1.58787, 1.94528, 0.54847], [-1.06164, 0.77001, -1.28871], [-1.01030, -0.73176, 1.04461], [-2.69141, -0.45200, 1.26078], [-2.10661, -1.14873, -0.46714], [-2.06051, 1.96220, 1.37770], [-0.78701, 2.55916, 0.55893], [2.05351, -3.18752, 1.61649], [1.57329, -3.54499, 3.01355], [1.29989, -3.38792, 2.18401], [0.52326, 2.79100, -1.45947], [1.37449, 3.81008, -0.49995], [0.82774, 3.05359, -0.53725], [2.14675, -2.14618, -2.32321], [2.54216, -1.25496, -1.03470], [2.63089, -2.14811, -1.45563]], "mulliken_charge": [-0.842, 0.601, -0.401, -0.561, 0.259, 0.315, 0.238, 0.185, 0.246, 0.316, 0.292, -0.612, 0.334, 0.286, -0.658, 0.321, 0.328, -0.644]}